65
Properties=species:S:1:pos:R:3:mulliken_charge:R:1 method="wB97M-V/def2-TZVPD" lumo_ha="0.082 / 0.082" homo_ev="-0.4 / -2.7" orbital_gap_ev="2.63 / 4.96" multiplicity=6 total_energy_ha=-3168.88990 de_lowest_ev=3.124 charge=-1
Mn 0.26 -0.36 1.07 0.617
S 1.91 -0.35 5.20 -0.400
P 0.14 -0.33 -1.48 1.329
O 0.77 -2.06 0.97 -0.817
N 1.13 1.85 1.13 -0.204
N 0.83 0.76 -3.90 0.108
N -1.54 -1.52 1.04 0.089
N -1.69 0.95 1.13 -0.298
N -1.36 -0.24 -3.78 0.132
N 0.61 -1.65 -3.82 0.087
N 2.34 -0.25 1.12 0.280
C 4.12 -0.12 2.84 -1.126
C -5.04 -2.09 0.81 -1.104
C 4.66 -0.05 0.51 -1.089
C -0.78 -1.50 -4.22 -0.853
C -0.91 3.38 1.22 -0.634
C 0.50 3.02 1.74 -0.854
C -0.48 -0.41 4.27 -0.285
C 1.04 0.99 -2.46 -1.111
C 1.37 -0.52 -4.34 -0.867
C 0.34 -0.39 3.12 0.045
C -1.52 -0.18 -2.32 -1.232
C -1.87 2.32 0.62 -0.438
C 3.33 -0.17 0.22 -0.210
C -3.74 -2.90 0.86 -0.737
C -2.55 -2.07 0.96 0.420
C -0.56 0.86 -4.29 -0.895
C 0.21 -0.40 5.46 -0.638
C 0.77 -1.83 -2.35 -0.981
C 2.76 -0.25 2.51 1.074
C 1.69 -0.34 3.45 0.271
C 5.08 -0.02 1.88 -0.609
H 1.36 -0.56 -5.43 0.279
H 1.90 1.41 1.72 0.049
H -5.16 -1.48 1.71 0.304
H 1.66 2.04 0.30 0.282
H -0.62 0.86 -5.39 0.286
H 0.67 1.98 -2.19 0.262
H -3.76 -3.58 1.72 0.326
H 0.43 2.82 2.81 0.365
H -1.72 2.31 -0.46 0.038
H 4.41 -0.11 3.89 0.318
H -0.98 1.82 -3.97 0.386
H 3.01 -0.23 -0.81 0.189
H 6.13 0.08 2.14 0.375
H -0.78 4.15 0.46 0.352
H -2.21 0.73 1.96 0.298
H -3.66 -3.51 -0.04 0.254
H 0.22 -2.71 -2.02 0.303
H -1.57 -0.44 4.23 0.219
H -0.19 -0.42 6.46 0.412
H 2.10 0.97 -2.25 0.422
H -1.45 3.85 2.04 0.276
H -5.05 -1.42 -0.05 0.288
H -0.85 -1.56 -5.31 0.305
H 1.82 -1.99 -2.11 0.283
H 5.38 0.01 -0.30 0.413
H 2.42 -0.61 -4.05 0.414
H -5.90 -2.76 0.73 0.375
H -2.11 0.27 0.45 0.044
H -2.89 2.66 0.81 0.453
H 1.13 3.90 1.62 0.342
H -2.18 -1.00 -2.00 0.299
H -2.02 0.75 -2.04 0.348
H -1.37 -2.34 -3.83 0.372